[1]
Entry from the Open Molecules 2025 dataset: C59H61Cl2GeN3P2SeTi as an isolated structure in a non-equilibrium geometry (the ωB97M-V functional and the def2-TZVPD basis).

```
130
Properties=species:S:1:pos:R:3:forces:R:3
Se 1.230 2.189 0.494 0.2 0.0 0.0
Ge -1.076 -1.165 -2.436 0.1 0.2 0.1
Ti -0.959 0.865 0.629 0.3 0.5 -1.2
Cl -1.167 3.032 2.340 -0.1 0.2 0.2
Cl -2.657 2.875 -0.085 0.0 0.1 0.1
P -2.894 -0.277 1.894 -0.2 0.2 0.6
P -0.334 -0.317 3.053 0.4 -0.6 -0.8
N 2.215 1.534 -2.183 -0.4 0.0 -0.4
N 3.731 1.400 -0.630 0.5 -0.3 0.3
N -1.648 -1.288 2.498 -0.5 0.3 0.5
C 0.445 -2.358 -2.312 0.4 -0.3 -0.1
C -0.233 4.708 -2.140 0.0 0.0 0.0
C 0.043 -1.872 5.311 0.0 0.0 0.2
C -5.627 -3.304 1.847 0.0 0.1 0.1
C 1.040 3.145 -3.683 0.1 0.1 0.0
C 1.111 4.386 -2.794 -0.1 0.0 0.0
C 1.060 -1.210 2.291 0.1 -0.1 0.2
C 5.635 2.921 2.332 0.0 -0.1 0.0
C -1.014 1.141 -6.586 0.0 0.0 0.0
C -1.913 1.506 -5.589 0.0 -0.1 0.1
C -2.993 -2.844 -1.046 -0.2 -0.2 -0.3
C -3.604 0.598 3.334 0.1 -0.1 0.1
C -1.116 0.335 -1.136 -0.1 -0.6 1.2
C 0.247 -3.718 -2.047 0.1 0.1 -0.2
C -1.949 4.023 1.090 0.0 -0.3 0.1
C 3.404 1.161 -2.820 -0.6 0.3 -0.1
C -3.526 0.036 4.605 0.0 0.1 0.2
C -0.103 0.511 5.697 -0.1 0.0 0.1
C 5.989 0.530 -3.455 0.0 0.0 -0.1
C -4.094 0.681 5.700 0.0 -0.1 -0.1
C 5.691 0.776 -2.129 0.1 -0.1 0.0
C 2.599 -4.160 -2.350 0.0 0.0 -0.1
C 2.340 -1.119 2.845 0.1 0.0 -0.1
C -1.048 -0.252 -4.147 -0.2 0.1 -0.5
C 6.775 1.931 2.575 0.0 0.0 0.0
C -0.145 0.077 -6.377 0.0 0.0 0.2
C 1.955 -2.536 0.471 -0.1 0.0 0.1
C 0.963 1.833 -2.911 0.7 0.2 0.0
C -4.535 -3.357 -3.303 0.1 0.1 0.1
C 0.187 -2.078 6.675 0.0 0.0 0.0
C 2.436 1.643 -0.864 -0.1 0.1 -0.3
C 1.318 -4.610 -2.061 -0.1 0.0 -0.2
C 4.366 1.085 -1.840 0.2 0.2 0.7
C -0.109 -0.572 4.824 -0.1 0.2 -0.1
C -0.161 -0.616 -5.167 -0.2 0.1 -0.1
C -6.398 -1.576 0.356 0.0 0.0 0.1
C -4.293 1.799 3.168 -0.1 0.0 -0.1
C -4.049 -3.746 -0.974 0.1 -0.1 -0.1
C -4.819 -4.002 -2.104 0.1 0.0 0.0
C 3.219 -2.447 1.029 0.0 0.1 0.2
C -1.929 0.812 -4.382 0.1 -0.1 -0.2
C 5.001 0.589 -4.457 0.1 0.0 0.1
C 4.427 1.455 0.673 -0.1 0.1 -0.5
C -5.241 -0.849 0.601 0.0 -0.1 0.0
C 1.746 -1.926 -2.607 -0.2 -0.1 0.0
C 3.690 0.908 -4.159 0.0 0.0 -0.1
C 0.876 -1.915 1.101 0.3 0.0 0.0
C 0.196 -0.991 7.548 0.0 -0.1 0.0
C -2.680 -2.205 -2.249 -0.4 -0.3 0.0
C -4.276 -1.350 1.474 0.0 -0.1 -0.2
C -4.465 -2.582 2.091 -0.2 0.0 0.1
C -6.591 -2.801 0.983 0.0 0.0 0.0
C 2.813 -2.814 -2.628 -0.1 0.0 -0.1
C -3.463 -2.469 -3.378 -0.1 -0.1 0.2
C -4.749 1.892 5.529 0.0 0.0 0.0
C 3.410 -1.742 2.221 0.0 0.0 -0.1
C 0.055 0.300 7.063 0.0 0.1 -0.1
C -4.859 2.446 4.259 0.0 0.0 0.0
C 5.028 2.827 0.934 0.0 0.0 0.0
H 4.844 2.768 3.076 0.1 0.0 0.0
H -2.400 -2.657 -0.158 0.1 0.0 0.1
H 0.541 -0.222 -7.162 0.0 0.0 0.0
H 1.438 5.235 -3.396 0.0 0.0 0.0
H 5.187 0.676 0.653 0.0 -0.1 0.0
H 0.517 -1.451 -5.028 0.0 0.0 0.0
H 1.875 4.246 -2.022 0.0 0.0 0.0
H -5.139 -3.555 -4.183 0.1 0.0 0.1
H -1.003 1.675 -7.529 0.0 0.0 0.1
H 6.453 0.730 -1.359 -0.1 0.0 -0.1
H 0.166 1.841 -2.183 0.1 0.1 0.1
H 0.322 -1.156 8.611 0.0 0.0 -0.1
H -3.237 -1.986 -4.324 0.0 0.0 0.1
H -4.270 -4.255 -0.042 0.1 0.1 -0.2
H 4.054 -2.947 0.550 0.0 0.0 0.1
H 7.009 0.291 -3.733 -0.1 0.0 0.0
H 0.776 1.016 -3.599 0.1 0.0 0.1
H 3.809 -2.459 -2.864 0.0 0.0 0.0
H 7.274 2.131 3.525 -0.1 0.0 -0.1
H 3.428 -4.857 -2.365 0.0 0.0 0.0
H 0.074 -2.719 4.633 0.0 0.0 0.0
H 1.146 -5.661 -1.864 0.0 0.0 0.0
H -4.428 2.214 2.175 0.1 0.0 0.0
H -5.637 -4.713 -2.051 0.1 0.1 0.0
H 5.791 3.046 0.179 -0.1 0.0 0.0
H -0.747 -4.095 -1.838 0.0 0.0 0.0
H -1.201 4.606 0.578 0.2 0.1 -0.1
H 6.003 3.938 2.477 0.0 0.0 0.0
H 2.930 0.955 -4.930 0.0 0.0 0.1
H -7.147 -1.189 -0.324 0.1 0.0 0.0
H -0.523 3.916 -1.443 0.1 0.0 -0.1
H 6.426 0.893 2.611 0.0 0.1 0.0
H -0.228 1.519 5.318 0.0 0.0 0.0
H -5.089 0.103 0.102 0.0 0.0 0.0
H 0.148 3.188 -4.318 0.1 0.0 0.0
H 7.533 2.004 1.786 -0.1 0.0 0.1
H -5.188 2.397 6.382 0.0 0.0 -0.1
H -4.034 0.228 6.683 0.0 0.0 -0.1
H -1.462 1.179 -1.744 -0.2 0.1 0.2
H 1.794 -3.115 -0.435 0.1 0.3 0.7
H 1.939 -0.883 -2.824 -0.1 -0.1 0.0
H -2.605 2.322 -5.756 0.0 0.0 0.0
H 4.397 -1.697 2.674 -0.1 0.0 -0.1
H -0.110 -2.049 0.683 -0.2 0.0 -0.1
H -2.729 4.622 1.533 -0.2 0.1 0.1
H -1.025 4.801 -2.890 0.1 0.0 0.0
H 0.061 1.142 7.745 0.0 0.0 -0.1
H -5.777 -4.262 2.330 0.0 0.0 0.0
H 2.498 -0.582 3.776 0.0 0.0 0.0
H -0.190 5.651 -1.585 0.0 -0.1 0.0
H -1.914 -2.084 3.066 0.1 -0.3 -0.1
H 1.904 3.115 -4.353 -0.1 0.0 0.0
H 3.708 1.198 1.441 -0.2 -0.1 0.1
H -3.027 -0.914 4.761 0.0 0.0 0.0
H 5.276 0.386 -5.485 0.0 0.0 0.1
H -7.496 -3.369 0.795 0.1 0.0 0.0
H 4.238 3.574 0.822 0.0 0.0 0.0
H -2.659 1.098 -3.628 0.0 0.0 0.0
H 0.301 -3.084 7.060 0.0 0.1 0.0
H -3.723 -3.001 2.763 -0.1 0.0 0.0
H -5.389 3.381 4.121 0.0 -0.1 0.0
```
Positions in Å, forces in eV/Å.

Results
2S+1 = 1
HOMO level = -12.982 eV
HOMO-LUMO gap = 0.27399 Eh
Total charge = +2
ΔE to the lowest compared entry with this formula, charge and spin = 32.0 kcal per mole

[2]
Entry from the Open Molecules 2025 dataset: C59H61KN8O3S2Si as an isolated structure (the ωB97M-V functional and the def2-TZVPD basis).

```
135
Properties=species:S:1:pos:R:3:forces:R:3
K 1.385 0.079 0.853 -0.5 0.1 -0.3
S -1.898 -1.059 -0.496 0.0 -0.2 0.2
S 0.838 2.207 -3.802 0.0 0.0 0.0
Si -3.450 0.267 -0.396 0.1 0.1 -0.3
O -4.652 -0.053 -1.514 0.2 0.0 -0.1
O -3.057 1.839 -0.713 0.0 0.0 0.1
O -4.269 0.324 1.050 -0.1 -0.1 -0.1
N 3.769 0.167 -0.249 -0.1 0.0 0.3
N 0.204 -0.787 3.261 0.1 0.1 0.1
N 2.277 -2.310 0.502 0.0 0.1 0.2
N -0.327 0.167 -5.140 0.1 0.0 0.0
N -0.653 -1.164 -5.072 0.0 0.0 0.0
N 0.872 -0.476 -1.951 -0.2 -0.2 -0.2
N 0.361 -0.459 -3.247 0.1 0.0 0.0
N 2.780 1.824 2.114 -0.1 -0.3 0.1
C -5.186 -0.399 3.101 0.0 0.0 0.0
C -2.399 -4.512 3.807 0.0 0.0 0.0
C -1.226 -3.815 3.557 0.0 0.0 0.0
C -3.131 -5.048 2.756 0.0 0.0 0.0
C -0.288 2.172 4.277 0.1 0.0 0.0
C 1.386 -4.375 0.048 0.0 0.0 0.0
C -3.372 0.464 -3.541 -0.1 -0.1 0.0
C 0.902 1.567 3.633 0.0 0.2 0.0
C 5.233 -4.040 -2.167 0.0 0.0 0.0
C -4.607 -2.079 1.361 -0.1 0.1 0.0
C -3.064 3.470 1.037 0.0 0.0 0.0
C 5.638 4.590 0.655 0.0 0.0 0.0
C 5.153 -3.033 -4.743 0.0 0.0 0.0
C 6.260 6.043 -1.161 0.0 0.0 0.0
C 6.288 5.724 0.191 0.0 0.0 0.0
C -6.528 -0.497 0.995 0.0 0.0 0.0
C 4.578 -2.826 -2.393 0.0 0.0 0.0
C 3.311 2.776 1.377 0.0 0.0 -0.1
C 2.436 -0.422 3.730 0.0 0.0 -0.1
C 1.757 3.809 2.663 0.0 0.0 0.0
C 4.233 2.544 0.289 -0.1 0.0 0.1
C -0.223 -1.521 -3.903 0.0 0.0 0.1
C 3.922 -2.083 -1.284 0.0 0.0 0.1
C 2.921 -2.806 -0.539 -0.1 -0.1 -0.1
C -0.331 -2.865 -3.290 0.0 0.0 0.0
C -1.836 3.808 -1.122 0.0 0.0 0.0
C -1.570 1.651 4.097 0.0 -0.1 0.0
C -0.124 3.267 5.131 0.0 0.0 0.0
C 0.503 -2.927 2.016 0.1 0.0 0.2
C 1.321 -3.214 0.923 0.2 0.0 -0.1
C 4.470 1.325 -0.357 0.1 -0.1 0.0
C -2.487 3.347 5.551 0.0 0.0 0.0
C 1.125 0.138 3.679 0.1 -0.2 -0.2
C 0.295 0.650 -4.045 -0.1 0.0 -0.1
C -4.227 -1.852 -3.080 0.0 0.1 0.1
C 2.709 4.067 1.736 0.0 0.0 0.0
C -2.655 2.244 4.725 0.0 0.0 -0.1
C 4.330 -0.755 -1.062 0.1 0.0 -0.1
C -1.212 3.853 5.760 0.0 0.0 0.0
C 0.946 -1.878 2.913 0.1 -0.1 -0.2
C -5.829 0.009 -3.543 0.0 0.0 0.0
C 1.788 2.369 2.914 0.2 0.0 0.1
C 5.566 5.219 -2.037 0.0 0.0 0.0
C 4.943 3.745 -0.214 0.0 0.0 0.0
C 5.509 -0.154 -1.726 0.0 0.0 0.0
C 5.798 -4.238 -4.500 0.0 0.0 0.0
C 2.382 -4.139 -0.844 0.0 0.0 0.0
C 5.833 -4.739 -3.204 0.0 0.0 0.0
C -4.493 -0.357 -2.901 -0.1 0.1 0.0
C -2.698 -4.852 1.450 0.0 0.0 0.0
C 2.325 -1.692 3.240 0.0 0.0 0.0
C 5.594 1.112 -1.295 0.0 0.0 0.0
C -5.135 -0.667 1.601 0.1 0.0 0.0
C 4.911 4.090 -1.569 0.0 0.0 0.0
C -1.536 -4.141 1.200 0.1 0.0 0.0
C -2.234 2.797 -0.052 0.0 0.0 -0.1
C -0.977 2.168 0.543 0.0 0.0 0.0
C 4.548 -2.342 -3.703 0.0 0.0 0.0
C -0.761 -3.641 2.252 -0.1 0.1 -0.1
H 5.668 4.339 1.709 0.0 0.0 0.0
H -3.300 -2.112 -2.571 0.0 0.0 0.0
H -5.817 -0.205 -4.615 0.0 0.0 0.0
H -5.832 -1.132 3.593 0.0 0.0 0.0
H -3.396 2.726 1.759 0.0 -0.1 0.1
H -5.586 0.599 3.290 0.0 0.0 0.0
H 6.337 -5.676 -2.999 0.0 0.0 0.0
H -1.236 3.320 -1.892 0.0 0.0 0.0
H 0.792 -5.273 0.132 0.0 0.0 0.0
H 6.190 -0.663 -2.390 0.0 0.0 0.0
H 1.075 4.520 3.103 0.0 0.0 0.0
H -2.732 4.229 -1.584 0.0 0.0 0.0
H 0.650 -3.234 -2.984 0.0 0.0 0.0
H -5.264 -2.808 1.845 0.0 0.0 0.0
H -3.602 -2.180 1.769 0.0 0.0 0.0
H -0.560 0.721 -5.941 0.0 0.0 0.0
H -6.633 -0.563 -3.075 0.0 0.0 0.0
H 3.113 -2.404 3.055 0.0 0.0 0.0
H -2.417 0.232 -3.067 0.0 0.0 0.0
H -0.383 1.701 -0.248 -0.1 0.1 -0.1
H -3.300 0.211 -4.603 0.0 0.1 0.0
H -3.293 -5.215 0.621 0.0 0.0 0.0
H 5.273 -4.428 -1.156 0.0 0.0 0.0
H 2.702 -4.800 -1.636 0.0 0.0 0.0
H -1.248 -3.907 0.185 0.0 0.0 0.0
H -6.030 1.072 -3.394 0.0 0.0 0.0
H 5.111 -2.633 -5.749 0.0 0.0 0.0
H -3.565 1.532 -3.424 0.0 0.0 0.0
H -2.482 4.233 1.559 0.0 0.0 0.0
H -0.955 -2.798 -2.395 0.0 0.0 0.0
H -3.344 3.806 6.030 0.0 0.0 0.0
H -1.701 0.782 3.463 0.0 0.0 0.0
H -0.655 -3.387 4.372 0.0 0.0 0.0
H -1.060 4.702 6.417 0.0 0.0 0.0
H 6.766 6.929 -1.525 0.0 0.0 0.0
H -0.376 2.942 1.031 0.0 0.0 0.0
H 6.824 6.360 0.887 0.0 0.0 0.0
H 3.329 0.112 4.009 0.0 0.0 0.0
H -3.646 1.847 4.552 0.0 0.0 0.0
H -7.231 -1.202 1.450 0.0 0.0 0.0
H 5.520 5.466 -3.092 0.0 0.0 0.0
H 6.266 -4.783 -5.310 0.0 0.0 0.0
H -1.234 1.403 1.279 0.0 0.0 0.0
H -5.041 -2.427 -2.630 0.0 0.0 0.0
H -3.948 3.931 0.588 0.0 0.0 0.0
H 0.874 3.646 5.311 0.0 0.0 0.0
H -4.154 -2.105 -4.141 0.0 0.0 0.0
H -4.051 -5.587 2.951 0.0 0.0 0.0
H 0.121 -0.897 -1.383 0.2 0.2 0.1
H -4.185 -0.470 3.529 0.0 0.0 0.0
H 4.035 -1.407 -3.899 0.0 0.0 0.0
H -1.248 4.618 -0.683 0.0 0.0 0.0
H -4.555 -2.302 0.293 0.0 0.0 0.0
H 2.928 5.023 1.283 0.0 0.0 0.0
H -0.781 -3.549 -4.005 0.0 0.0 0.0
H 1.715 -1.048 -1.932 0.0 0.0 0.0
H 6.357 1.835 -1.540 0.0 0.0 0.0
H -6.882 0.522 1.172 0.0 0.0 0.0
H 4.342 3.466 -2.249 0.0 0.0 0.0
H -6.486 -0.666 -0.080 0.0 0.0 0.0
H -2.746 -4.634 4.826 0.0 0.0 0.0
```
Positions in Å, forces in eV/Å.

Results
2S+1 = 1
HOMO level = -1.570 eV
HOMO-LUMO gap = 0.19460 Eh
Total charge = -2
ΔE to the lowest compared entry with this formula, charge and spin = 8.0 kcal per mole

E list, top to bottom, in eV: -255231.8192 -126118.0196